1.
Density functional theory data (the ωB97M-V functional and the def2-TZVPD basis) for a structure of composition C28H28N2PdSi.

Structure (XYZ):
```
60
Properties=species:S:1:pos:R:3:forces:R:3
C 2.635 0.349 2.264 0.25 -2.51 -0.60
C 1.436 -0.359 2.679 1.52 -0.97 -1.40
C 1.373 -1.609 1.940 1.28 1.56 -0.67
H 0.768 -0.061 3.432 -0.60 0.27 0.94
C 2.442 -1.577 0.956 -0.19 1.03 2.09
C 3.262 -0.415 1.233 -1.55 -0.43 1.65
H 4.165 -0.186 0.738 0.73 0.37 -0.49
H 3.014 1.251 2.673 0.11 0.65 0.23
H 0.666 -2.394 2.041 -0.55 -0.40 0.10
H 2.615 -2.293 0.196 0.18 -0.68 -0.35
Pd 0.908 0.071 0.494 0.49 0.17 0.17
C -2.537 0.659 -3.083 -2.04 0.91 -4.10
H -2.202 -0.265 -3.632 0.02 0.69 0.96
H -3.420 0.597 -2.410 0.17 0.04 -0.40
H -3.158 1.026 -3.957 -0.48 0.40 -0.68
Si -1.146 -0.513 -0.124 -0.23 1.35 -3.48
C -2.473 0.009 0.996 -1.11 0.02 0.84
C -2.309 -0.275 2.353 -1.10 0.14 0.51
H -1.328 -0.475 2.759 0.11 -0.29 -0.11
C -3.412 -0.298 3.211 -0.24 0.11 0.09
H -3.293 -0.581 4.254 0.07 0.06 -0.12
C -4.691 0.024 2.745 0.15 0.17 -0.14
H -5.565 -0.012 3.414 0.55 0.00 -0.39
C -4.830 0.452 1.419 -0.12 -0.03 0.16
H -5.815 0.758 1.058 0.31 -0.04 0.07
C -3.733 0.451 0.555 -0.14 -0.23 0.71
H -3.884 0.801 -0.458 0.09 -0.18 -0.08
C -1.250 -2.346 -0.365 -0.63 -0.73 0.50
C -2.296 -3.081 0.221 0.08 -0.78 -0.37
H -3.174 -2.579 0.633 0.37 -0.04 0.04
C -2.279 -4.482 0.212 -0.10 -0.37 0.07
H -3.149 -5.035 0.586 0.41 0.24 0.09
C -1.193 -5.202 -0.309 -0.05 0.43 -0.24
H -1.137 -6.309 -0.242 -0.13 0.97 -0.14
C -0.212 -4.463 -0.994 -0.01 -0.03 -0.21
H 0.564 -4.989 -1.555 -0.11 0.11 0.29
C -0.254 -3.064 -1.045 -0.09 -0.32 -0.11
H 0.466 -2.504 -1.667 -0.22 -0.39 0.53
H -1.878 1.551 -3.057 -0.13 -0.50 0.14
H -2.050 0.346 -2.084 3.07 -2.11 5.13
C 3.471 -0.081 -3.182 -0.11 -0.29 0.21
C 3.819 1.258 -3.381 -0.26 0.66 0.44
C 3.316 2.221 -2.496 0.02 -0.59 -0.11
C 2.484 1.803 -1.433 0.43 -0.14 -0.69
N 2.110 0.506 -1.293 0.63 0.37 -0.90
C 2.617 -0.413 -2.126 0.35 0.82 -0.71
C 2.031 2.742 -0.404 -0.43 0.64 0.89
C 2.394 4.112 -0.371 -0.01 -0.14 0.06
C 2.029 4.905 0.719 -0.04 -0.42 -0.18
C 1.250 4.324 1.742 -0.07 -0.43 -0.29
C 0.841 2.984 1.602 0.32 1.12 -0.10
N 1.246 2.219 0.576 -0.20 1.11 -0.20
H 3.866 -0.873 -3.825 -0.16 0.34 0.26
H 4.485 1.564 -4.194 -0.29 -0.20 0.30
H 3.582 3.280 -2.595 -0.08 -0.63 -0.07
H 2.351 -1.450 -1.959 -0.14 0.13 0.10
H 2.989 4.531 -1.194 -0.34 -0.13 0.57
H 2.348 5.959 0.766 -0.24 -0.67 0.01
H 0.959 4.902 2.624 0.06 -0.27 -0.38
H 0.167 2.533 2.346 0.45 0.05 -0.46
```
Positions in Å, forces in eV/Å.

## Properties
- Lowest unoccupied orbital energy (alpha / beta): -0.515 / -0.263 eV
- E: -1610.36879 Eh
- Relative energy (zero: lowest compared OMol25 entry of this formula, charge and spin): 440.1 kJ/mol
- Multiplicity: 3
- Gap between HOMO and LUMO (alpha / beta): 0.145 / 0.188 Eh
- Expectation value of S²: 2.06
- HOMO (alpha / beta): -4.45 / -5.39 eV



2.
Density functional theory data (the ωB97M-V functional and the def2-TZVPD basis) for a cluster of 7 separate species, C16H48N2O9 in total.

Structure (XYZ):
```
75
Properties=species:S:1:pos:R:3:forces:R:3
C -5.039 1.706 -5.189 1.02 0.68 0.16
O -4.585 2.143 -3.854 -1.47 -1.16 -1.06
C -3.574 3.122 -3.850 -0.27 -0.35 -0.45
C -2.999 3.269 -2.427 0.06 0.83 -1.87
N -2.540 1.991 -1.968 -0.96 -0.29 1.35
C -2.545 1.903 -0.498 0.84 -0.90 0.28
C -2.576 0.375 -0.190 -0.24 2.10 0.85
O -3.819 -0.076 -0.671 0.15 0.41 -0.40
C -4.001 -1.439 -0.461 -0.23 -0.92 -0.67
H -5.866 0.996 -5.232 0.09 0.02 1.12
H -4.217 1.245 -5.736 0.32 -0.15 0.19
H -5.363 2.518 -5.840 0.01 0.58 0.38
H -3.961 4.033 -4.306 -0.01 0.49 0.46
H -2.788 2.805 -4.537 0.49 -0.19 0.03
H -3.678 3.768 -1.735 -0.21 -0.03 -0.05
H -2.124 3.898 -2.595 0.05 0.47 0.36
H -3.266 1.328 -2.201 -0.16 -0.34 -0.68
H -3.333 2.406 0.062 -0.72 -0.02 -0.56
H -1.657 2.428 -0.147 0.41 -0.49 0.27
H -2.587 0.213 0.888 0.44 -0.04 0.25
H -1.669 -0.040 -0.630 -0.21 -0.70 -0.28
H -3.230 -1.976 -1.014 0.34 -0.38 0.32
H -4.932 -1.787 -0.908 -0.18 0.46 0.01
H -4.038 -1.719 0.592 0.29 0.06 0.19
C 4.069 1.950 -1.078 -0.13 0.16 0.40
O 3.776 0.588 -0.820 0.81 -1.50 0.79
C 4.855 -0.070 -0.102 -0.71 0.64 -0.28
C 4.376 -1.418 0.498 2.09 2.31 -0.26
N 3.317 -1.111 1.454 0.06 -5.25 -1.97
C 2.866 -2.414 2.075 -0.18 0.61 2.03
C 2.118 -2.178 3.404 -1.84 0.20 1.00
O 1.189 -3.209 3.802 1.62 -0.71 -1.39
C 0.476 -2.954 4.998 0.57 0.71 -0.01
H 4.555 2.280 -0.160 0.19 0.87 -0.37
H 3.127 2.478 -1.228 -0.01 -0.07 0.15
H 4.664 2.076 -1.983 0.30 -0.07 0.18
H 5.155 0.509 0.770 -0.01 0.52 -0.04
H 5.718 -0.104 -0.767 0.05 -0.67 0.07
H 5.233 -1.899 0.971 -0.13 0.02 0.29
H 4.120 -2.063 -0.342 -1.11 -0.27 0.11
H 2.555 -0.811 0.862 -1.34 1.80 0.34
H 3.668 -3.137 2.225 0.21 0.36 -0.35
H 2.155 -2.770 1.329 -0.32 -0.15 -0.24
H 1.508 -1.285 3.272 0.02 0.45 -0.09
H 2.761 -1.982 4.262 0.56 -0.03 -0.24
H 1.159 -2.827 5.838 0.08 0.20 0.10
H -0.153 -3.809 5.243 -0.08 0.13 -0.35
H -0.085 -2.039 4.810 -0.44 0.01 0.54
O 0.144 1.617 -2.087 1.50 0.05 -0.05
H 0.541 2.249 -2.686 0.27 0.01 -0.20
H -0.792 1.815 -2.115 -1.78 -0.08 -0.17
O 1.484 -2.101 -3.595 0.26 -0.12 -0.02
H 0.608 -2.199 -3.967 -0.21 -0.06 -0.16
H 1.364 -1.511 -2.851 -0.03 0.23 0.30
O 1.267 -0.201 -0.570 0.18 -1.55 1.26
H 0.788 0.282 -1.244 -0.58 0.76 -0.52
H 2.130 0.213 -0.546 0.40 0.53 -0.56
C -0.776 -2.702 1.450 -0.94 1.07 -0.21
C -0.477 -4.164 1.454 -0.36 -0.39 0.00
O -0.841 -4.862 2.644 -0.11 0.48 -0.77
H -0.439 -2.275 0.505 0.79 0.29 0.15
H -0.456 -2.162 2.341 0.41 0.09 -0.22
H -1.833 -2.457 1.350 -0.35 -0.53 0.40
H 0.587 -4.314 1.270 0.28 -0.18 -0.15
H -1.030 -4.547 0.597 0.10 -0.66 0.21
H -0.309 -4.415 3.307 0.04 -0.24 0.20
C 1.516 1.894 2.276 -0.08 0.42 -0.32
C 0.601 3.020 1.754 0.85 -0.44 0.10
O 1.201 4.300 1.948 0.12 -0.31 0.43
H 1.848 2.116 3.291 0.16 0.04 -0.08
H 2.355 1.756 1.594 0.38 0.26 0.14
H 1.022 0.922 2.283 -0.46 0.13 0.00
H -0.330 2.948 2.316 -0.32 0.09 -0.36
H 0.512 2.925 0.672 -0.70 -0.53 -0.01
H 0.521 4.939 1.721 0.09 0.25 0.03
```
Positions in Å, forces in eV/Å.

## Properties
- Lowest unoccupied orbital energy (alpha / beta): -2.287 / -8.205 eV
- Net charge: +1
- E: -1424.60855 Eh
- Multiplicity: 2
- Gap between HOMO and LUMO (alpha / beta): 0.348 / 0.131 Eh
- Expectation value of S²: 0.75
- HOMO (alpha / beta): -11.77 / -11.77 eV



3.
Density functional theory data (the ωB97M-V functional and the def2-TZVPD basis) for an isolated molecule of C11H11NO2S.

Structure (XYZ):
```
26
Properties=species:S:1:pos:R:3:forces:R:3
C -1.846 2.330 0.215 -0.41 2.73 -0.01
C 2.560 0.405 -1.219 0.59 1.87 0.46
C 2.040 1.690 -0.949 3.19 -0.86 -1.80
C 1.801 -0.634 -0.799 -1.19 -0.22 0.25
C 0.838 1.921 -0.478 -2.55 -1.76 -0.02
C 0.467 -0.484 -0.312 1.24 0.22 0.32
C -0.026 0.804 -0.206 1.23 1.25 1.19
C -0.348 -1.654 0.173 -1.26 0.66 0.37
C -1.687 -1.753 -0.535 -0.52 1.28 -0.79
C -1.291 1.084 0.514 -1.57 -2.84 -1.34
C -1.572 0.624 1.957 1.09 -1.54 -0.30
N -2.191 3.423 0.078 -0.03 -0.71 -0.10
O -2.765 0.214 -2.056 1.00 -0.40 1.73
O -3.802 -0.340 0.118 -0.30 -0.01 0.43
S -2.601 -0.201 -0.658 -0.21 1.66 0.02
H 3.585 0.382 -1.637 -0.82 -0.59 0.41
H 2.628 2.550 -1.182 0.53 0.35 -0.26
H 2.254 -1.574 -0.745 0.32 -1.63 -0.28
H 0.596 2.939 -0.572 -1.28 1.08 0.83
H -0.003 -2.612 -0.022 1.82 -1.61 -0.71
H -0.523 -1.742 1.258 0.28 0.71 -0.31
H -1.608 -1.910 -1.616 0.31 -0.76 0.26
H -2.381 -2.409 -0.027 -0.10 -0.29 -0.19
H -0.781 0.811 2.747 -0.48 -0.27 -1.36
H -1.805 -0.476 1.850 0.21 1.32 0.90
H -2.439 1.125 2.295 -1.07 0.36 0.30
```
Positions in Å, forces in eV/Å.

## Properties
- Lowest unoccupied orbital energy: -0.237 eV
- E: -1029.09443 Eh
- SMILES: C[C@@]1(C#N)c2ccccc2CCS1(=O)=O
- Relative energy (zero: lowest compared OMol25 entry of this formula, charge and spin): 375.8 kJ/mol
- Multiplicity: 1
- Gap between HOMO and LUMO: 0.334 Eh
- HOMO: -9.32 eV